Record 1
The molecule C4H7N3S, computed with wB97M-V/def2-TZVPD.

Computed properties:
- Relative energy (zero: lowest compared OMol25 entry of this formula, charge and spin): 1.2013 eV
- E_tot: -719.05844 a.u.
- HOMO energy: -0.2650 Ha
- Structure (SMILES): [H]/N=c1/[nH]c(S)cn1C
- Orbital gap: 7.9 eV

Element x y z (Å)
H: 0.373895 -2.694090 -0.725843
N: -0.451025 -2.148472 -1.003355
C: -0.406289 -0.931112 -0.589294
N: -1.387392 0.005920 -0.874740
C: -1.096277 1.225191 -0.259685
S: -2.223387 2.584498 -0.373245
C: 0.075732 1.091272 0.397804
N: 0.486041 -0.243170 0.218410
C: 1.691303 -0.843939 0.710398
H: -2.226707 -0.220941 -1.400283
H: -1.519145 3.345224 0.466867
H: 0.655414 1.846494 0.930874
H: 2.320100 -1.202799 -0.124450
H: 1.429868 -1.692999 1.346950
H: 2.277869 -0.121077 1.279592

Forces on the atoms, in the same order (eV/Å):
-0.5 0.4 -0.1
0.6 0.1 0.2
-0.2 -0.1 0.2
-0.3 0.3 0.0
0.1 0.0 0.1
0.2 -0.4 -0.1
-0.4 0.1 -0.3
0.1 0.2 -0.3
0.3 -0.3 -0.2
0.5 0.1 0.3
0.0 0.1 0.1
-0.2 -0.6 -0.2
-0.2 0.1 0.3
0.2 0.0 0.1
-0.2 -0.1 0.0

---

Record 2
The molecule C4H7N3S at a distorted geometry, computed with wB97M-V/def2-TZVPD.

Computed properties:
- Relative energy (zero: lowest compared OMol25 entry of this formula, charge and spin): 5.4022 eV
- E_tot: -718.90406 a.u.
- HOMO energy: -0.3093 Ha
- Structure (SMILES): [H]/N=C1\[C@H](C(C)=S)N1N
- Orbital gap: 7.8 eV

Element x y z (Å)
H: -0.819247 -3.509097 0.552038
N: -0.047384 -3.139844 1.030669
C: 0.181938 -1.922917 0.861058
C: -0.354225 -0.596964 0.128564
C: -0.101883 -0.329091 -1.265117
C: -1.332695 -0.040344 -2.006414
S: 1.455529 -0.452813 -1.919345
N: 0.761781 -0.794664 1.030229
N: 2.127345 -0.530472 1.289578
H: -1.404916 -0.270163 0.513429
H: -1.188741 0.363485 -3.091959
H: -1.834574 0.713850 -1.339135
H: -1.939098 -1.039974 -2.035774
H: 2.520095 -0.043393 0.549089
H: 2.676027 -1.478483 1.283591

Forces on the atoms, in the same order (eV/Å):
-1.2 -0.4 -0.8
2.1 0.7 1.2
-2.1 -0.5 -1.5
-1.2 0.1 0.5
2.5 -1.1 -0.9
-1.3 0.1 -1.6
-1.9 0.3 0.5
0.6 -0.9 1.6
1.1 -2.1 2.1
2.3 0.0 -0.1
-0.2 -0.8 2.2
-0.2 -0.7 -1.1
0.8 1.9 0.0
0.6 1.3 -2.0
-1.8 2.0 -0.1

---

Record 3
The molecule C4H7N3S at a distorted geometry, computed with wB97M-V/def2-TZVPD.

Computed properties:
- Relative energy (zero: lowest compared OMol25 entry of this formula, charge and spin): 2.3571 eV
- E_tot: -719.01596 a.u.
- HOMO energy: -0.3075 Ha
- Structure (SMILES): [H]/N=c1\scnn1CC
- Orbital gap: 9.1 eV

Element x y z (Å)
H: 1.387522 2.459817 -0.534134
N: 0.782269 1.925039 0.063076
C: 1.210633 0.750299 0.092279
S: 2.709269 0.014708 -0.424253
C: 2.040486 -1.533329 0.115118
N: 0.848048 -1.522245 0.526944
N: 0.306389 -0.264720 0.613040
C: -1.125794 -0.055130 0.683860
C: -1.848596 0.134017 -0.677810
H: 2.503027 -2.456797 -0.039718
H: -1.298284 0.846768 1.387857
H: -1.314922 -0.977011 1.261374
H: -1.726174 -0.797402 -1.399467
H: -2.966545 0.381471 -0.438061
H: -1.507330 1.094509 -1.230100

Forces on the atoms, in the same order (eV/Å):
0.4 0.9 0.1
-0.1 1.0 -0.7
-2.4 -1.8 1.0
-0.1 -0.6 0.4
-0.3 1.0 -0.5
-1.5 0.4 0.6
3.4 1.0 -1.4
0.3 0.5 1.2
-1.0 0.3 -0.8
1.0 -1.0 -0.1
0.2 -1.4 -1.3
-1.2 0.4 -0.5
-0.4 1.9 1.6
1.9 -0.9 -0.6
-0.2 -1.7 1.0

---

Record 4
The ion C4H7N4 with charge +1 at a distorted geometry, computed with wB97M-V/def2-TZVPD.

Computed properties:
- Relative energy (zero: lowest compared OMol25 entry of this formula, charge and spin): 3.7719 eV
- Charge: +1
- E_tot: -375.26390 a.u.
- HOMO energy: -0.5196 Ha
- Structure (SMILES): [H]/N=N/NC(=[NH2+])C#CC
- Orbital gap: 9.0 eV

Element x y z (Å)
H: 1.185607 -3.680302 3.091014
N: 1.501405 -3.089188 2.310837
N: 0.736634 -2.124569 2.205056
N: 0.893077 -1.448136 1.071736
C: 0.235916 -0.245394 0.957845
N: -0.070420 0.391512 2.094449
C: -0.200651 0.298422 -0.233523
C: -0.456541 0.821524 -1.304822
C: -0.777633 1.405442 -2.515726
H: 1.339027 -2.018505 0.221637
H: -0.459009 1.322591 2.116380
H: 0.539998 0.189081 2.822927
H: -1.206873 2.397333 -2.465656
H: 0.250256 1.509823 -2.831048
H: -1.184763 0.774748 -3.217807

Forces on the atoms, in the same order (eV/Å):
0.2 0.6 0.2
-0.6 -0.1 -0.9
0.0 -1.4 2.3
0.9 0.4 -3.9
-0.2 -0.5 1.3
0.2 -0.2 -1.6
0.2 0.5 -2.1
-0.5 -1.7 3.6
1.6 2.0 -0.1
-1.3 1.9 2.2
-0.2 -0.1 -0.5
0.8 -0.5 2.0
-0.3 0.0 0.1
0.7 0.7 -1.0
-1.4 -1.5 -1.4